# 1
CHF2O3S | wB97M-V/def2-TZVPD

Element x y z (Å)
C1 -1.132 -0.238 -0.206
O1 1.119 -1.323 1.287
O2 1.548 -0.817 -1.106
O3 2.196 0.747 0.618
F1 -1.475 -0.337 1.142
F2 -1.052 -1.564 -0.592
S1 1.276 -0.360 0.232
H1 -0.013 0.196 -0.152

Calculated values
Kohn-Sham gap, eV: 8.80
Max |F|, hartree/bohr: 0.1002
HOMO level, eV: -5.02
Relative energy (zero: lowest compared OMol25 entry of this formula, charge and spin), eV: 3.574
Total charge: -1


# 2
C31H75N5O8 | wB97M-V/def2-TZVPD

Element x y z (Å)
C1 0.790 -1.414 -6.889
C2 1.226 0.087 -6.718
C3 2.768 0.268 -6.599
C4 0.677 0.835 -7.948
C5 0.745 2.372 -7.824
C6 -0.032 2.844 -6.492
C7 0.303 2.098 -5.213
C8 1.769 2.638 -4.663
C9 -0.801 2.535 -4.167
N1 0.401 0.596 -5.557
O1 0.608 -0.128 -4.352
H1 -0.294 -1.445 -6.991
H2 1.073 -1.719 -7.897
H3 1.258 -2.141 -6.224
H4 3.174 -0.364 -7.389
H5 3.029 1.311 -6.777
H6 3.096 0.010 -5.592
H7 1.326 0.650 -8.804
H8 -0.312 0.509 -8.270
H9 1.816 2.553 -7.727
H10 0.305 2.805 -8.723
H11 -1.079 2.647 -6.723
H12 0.108 3.924 -6.432
H13 2.481 3.002 -5.403
H14 2.248 1.855 -4.076
H15 1.674 3.485 -3.984
H16 -0.362 3.232 -3.453
H17 -1.248 1.714 -3.605
H18 -1.582 3.162 -4.596
H19 -0.192 -0.643 -4.222
C10 -1.279 -1.255 0.590
O2 -1.296 -2.226 -0.487
C11 -1.859 -1.681 -1.730
C12 -1.931 -2.818 -2.727
C13 -0.576 -3.537 -3.007
N2 -2.219 -2.354 -4.076
H20 -0.594 -0.447 0.333
H21 -0.965 -1.823 1.466
H22 -2.287 -0.884 0.774
H23 -2.788 -1.157 -1.502
H24 -1.196 -0.907 -2.117
H25 -2.724 -3.514 -2.451
H26 -0.178 -3.835 -2.037
H27 0.137 -2.907 -3.539
H28 -0.786 -4.418 -3.613
H29 -2.657 -3.046 -4.667
H30 -2.733 -1.484 -4.073
C14 0.117 3.141 -0.084
O3 0.208 4.254 0.815
C15 1.160 3.987 1.877
C16 0.801 4.730 3.167
N3 -0.574 4.622 3.478
C17 -0.715 3.358 4.175
C18 -2.194 2.763 4.259
O4 -2.661 2.249 3.001
C19 -3.878 1.490 3.057
H31 -0.319 2.233 0.333
H32 1.000 2.965 -0.699
H33 -0.517 3.424 -0.924
H34 2.155 4.292 1.552
H35 1.192 2.919 2.092
H36 1.105 5.774 3.080
H37 1.516 4.375 3.909
H38 -0.985 4.510 2.562
H39 -0.257 3.437 5.161
H40 -0.089 2.624 3.668
H41 -2.943 3.514 4.508
H42 -2.333 1.971 4.995
H43 -3.936 0.944 3.999
H44 -4.109 0.808 2.239
H45 -4.694 2.199 3.194
C20 2.145 -0.393 2.636
O5 2.613 0.130 3.840
C21 3.643 1.123 3.616
C22 4.125 1.959 4.909
N4 3.199 3.069 5.098
C23 3.683 4.102 6.041
C24 2.743 5.264 6.309
O6 1.626 4.674 7.032
C25 0.579 5.621 7.223
H46 2.966 -0.856 2.088
H47 1.654 0.404 2.077
H48 1.500 -1.244 2.850
H49 3.277 1.773 2.821
H50 4.497 0.552 3.251
H51 5.114 2.370 4.708
H52 4.129 1.106 5.587
H53 2.303 2.775 5.459
H54 4.638 4.503 5.701
H55 3.637 3.627 7.021
H56 2.412 5.662 5.350
H57 3.249 5.991 6.944
H58 0.163 6.205 6.402
H59 0.862 6.321 8.008
H60 -0.366 5.253 7.622
C26 -5.300 -3.105 0.197
O7 -4.283 -3.933 -0.386
C27 -3.465 -4.736 0.571
C28 -2.327 -5.479 -0.114
N5 -1.154 -5.774 0.763
C29 -1.329 -6.903 1.671
C30 -0.039 -7.194 2.475
O8 0.673 -8.281 1.781
C31 1.524 -8.938 2.685
H61 -5.814 -2.549 -0.587
H62 -4.908 -2.415 0.944
H63 -5.965 -3.705 0.819
H64 -4.052 -5.482 1.107
H65 -3.068 -4.144 1.396
H66 -1.999 -4.887 -0.969
H67 -2.600 -6.430 -0.571
H68 -0.278 -6.008 0.318
H69 -1.566 -7.812 1.118
H70 -2.210 -6.795 2.304
H71 -0.365 -7.353 3.503
H72 0.634 -6.340 2.558
H73 2.016 -9.782 2.202
H74 0.972 -9.187 3.591
H75 2.423 -8.329 2.786

Calculated values
Kohn-Sham gap, eV: 8.74
Max |F|, hartree/bohr: 0.0696
HOMO level, eV: -8.10
Relative energy (zero: lowest compared OMol25 entry of this formula, charge and spin), eV: 0.000


# 3
C5H10O2S | wB97M-V/def2-TZVPD

Element x y z (Å)
C1 2.798 0.539 -0.123
C2 1.407 -0.242 0.110
C3 0.692 -0.162 1.355
C4 0.014 0.359 -0.020
C5 -1.145 -0.316 -0.688
H1 2.291 1.726 -0.581
H2 3.535 -0.338 -1.172
H3 3.367 0.376 0.888
H4 2.375 -1.722 0.161
H5 0.995 0.556 2.054
H6 0.347 -1.019 1.928
H7 -0.591 2.380 0.120
H8 -1.269 0.546 -1.542
H9 -0.924 -1.470 -1.431
H10 -2.253 -0.485 1.301
O1 1.634 -1.459 -0.506
O2 0.042 1.687 -0.339
S1 -2.743 -0.216 0.077

Calculated values
Kohn-Sham gap, eV: 9.48
Max |F|, hartree/bohr: 0.1114
HOMO level, eV: -8.96
Relative energy (zero: lowest compared OMol25 entry of this formula, charge and spin), eV: 7.145


# 4
CH2NOPS | wB97M-V/def2-TZVPD

Element x y z (Å)
C1 0.661 0.779 0.823
N1 -0.331 -0.675 -0.918
O1 0.466 -0.454 0.272
P1 -0.085 2.190 0.352
S1 -1.920 -1.007 -0.597
H1 1.169 0.583 1.640
H2 0.039 -1.417 -1.570

Calculated values
Multiplicity: 3
Kohn-Sham gap (alpha / beta), eV: 9.17 / 7.34
Max |F|, hartree/bohr: 0.1199
HOMO level (alpha / beta), eV: -8.58 / -8.91
Relative energy (zero: lowest compared OMol25 entry of this formula, charge and spin), eV: 2.600
Expectation value of S²: 2.015


# 5
C4H26N2O9 | wB97M-V/def2-TZVPD

Element x y z (Å)
N1 0.383 2.275 0.378
C1 1.546 3.004 0.076
C2 2.755 1.987 0.151
C3 2.815 0.807 -0.682
N2 3.554 1.080 -2.106
C4 3.393 -0.386 -0.029
O1 2.881 -0.850 0.982
H1 0.383 2.059 1.359
H2 -0.533 2.644 0.338
H3 1.825 3.997 0.742
H4 1.449 3.546 -0.957
H5 3.003 1.853 1.228
H6 3.448 2.878 -0.034
H7 1.812 0.513 -0.860
H8 3.470 0.203 -2.692
H9 2.900 1.614 -2.642
H10 4.316 -0.776 -0.364
O2 -0.673 0.836 2.629
H11 -0.938 0.992 3.556
H12 -1.502 0.526 2.280
O3 -3.172 -1.712 0.804
H13 -3.632 -2.528 0.659
H14 -2.256 -1.722 0.387
O4 -1.222 -3.068 -0.701
H15 -0.512 -2.855 -1.425
H16 -0.779 -3.619 -0.211
O5 -0.333 -0.507 -0.591
H17 -0.263 -1.307 -0.092
H18 0.474 0.149 -0.345
O6 -0.710 -2.756 -3.676
H19 -0.636 -1.884 -3.156
H20 -1.188 -3.353 -2.995
O7 -2.937 1.829 1.814
H21 -3.422 0.980 1.732
H22 -2.764 2.023 0.906
O8 -0.218 -2.737 1.979
H23 -0.846 -2.364 2.731
H24 0.637 -2.934 2.458
O9 -4.527 -0.229 -1.143
H25 -3.778 -0.349 -0.523
H26 -4.205 0.141 -1.967

Calculated values
Kohn-Sham gap, eV: 9.61
Max |F|, hartree/bohr: 0.1643
HOMO level, eV: -9.45
Relative energy (zero: lowest compared OMol25 entry of this formula, charge and spin), eV: 5.585


# 6
C3H14O3S | wB97M-V/def2-TZVPD

Element x y z (Å)
C1 -0.618 -1.816 0.662
C2 -0.154 -0.331 0.384
S1 -0.620 0.323 -1.174
C3 0.474 1.771 -0.979
H1 -0.927 -2.253 -0.273
H2 -1.286 -1.914 1.513
H3 0.245 -2.395 1.029
H4 0.915 -0.372 0.385
H5 -0.620 0.253 1.186
H6 0.603 2.197 -1.969
H7 0.013 2.436 -0.253
H8 1.484 1.569 -0.635
O1 -3.846 0.690 1.419
H9 -3.208 1.356 1.703
H10 -4.681 1.139 1.580
O2 2.792 0.703 1.204
H11 3.012 -0.235 1.373
H12 2.939 0.601 0.267
O3 2.167 -1.561 -0.808
H13 2.127 -2.459 -0.446
H14 2.387 -1.555 -1.732

Calculated values
Kohn-Sham gap, eV: 8.44
Max |F|, hartree/bohr: 0.0569
HOMO level, eV: -8.07
Relative energy (zero: lowest compared OMol25 entry of this formula, charge and spin), eV: 1.353


- Among the records above, which one has the highest relative energy (zero: lowest compared OMol25 entry of this formula, charge and spin)?
  C5H10O2S


- Number 3 is which compound?
  C5H10O2S